1.
ORCA calculation (the ωB97M-V functional and the def2-TZVPD basis) on a structure of composition C31H32CaN3O4SSi.

```
73
Properties=species:S:1:pos:R:3:lowdin_charge:R:1
Ca 0.54 1.74 -1.89 1.27
O -0.84 -1.79 -4.55 0.11
C -0.25 -0.76 -3.94 -0.43
O -0.82 0.29 -3.59 0.02
C 1.18 -1.04 -3.65 -0.17
C 1.89 -2.02 -4.36 -0.01
C 3.17 -2.30 -3.88 -0.04
C 3.76 -1.41 -2.97 0.05
C 2.99 -0.36 -2.36 -0.17
N 1.71 -0.26 -2.66 0.08
C 3.54 0.59 -1.37 -0.60
O 4.68 0.33 -0.90 -0.01
O 2.74 1.57 -1.05 -0.18
H -1.83 -1.75 -4.49 0.16
H 1.45 -2.67 -5.14 0.13
H 3.71 -3.20 -4.26 0.12
H 4.80 -1.46 -2.75 0.10
S -0.74 4.47 -0.91 0.54
C -0.13 4.77 -2.44 -0.91
C -0.24 6.05 -3.03 -0.12
C 0.24 6.32 -4.34 -0.07
C 0.89 5.22 -4.97 -0.13
C 1.01 4.04 -4.31 -0.19
N 0.50 3.78 -3.10 -0.14
H -0.67 6.85 -2.42 0.09
H 0.05 7.28 -4.81 0.09
H 1.19 5.25 -6.01 0.08
H 1.28 3.18 -4.90 0.10
C -0.07 0.95 0.45 -0.36
Si -1.04 0.04 1.72 0.57
C 0.22 -0.54 3.03 -0.27
N 1.10 -1.52 2.52 -0.22
C 2.32 -1.18 1.75 -0.18
C 3.27 -2.38 1.67 -0.20
C 2.61 -3.62 1.16 -0.23
C 1.08 -3.59 1.19 -0.19
C 0.59 -2.91 2.45 -0.17
C -2.09 1.29 2.75 -0.21
C -3.47 1.36 2.86 -0.12
C -4.09 2.10 3.87 -0.12
C -3.31 2.84 4.77 -0.10
C -1.89 2.84 4.61 -0.10
C -1.34 2.16 3.59 -0.12
C -2.31 -1.29 1.39 -0.29
C -2.78 -1.50 0.11 -0.11
C -3.57 -2.60 -0.20 -0.09
C -4.07 -3.30 0.91 -0.11
C -3.60 -3.12 2.25 -0.08
C -2.84 -1.96 2.46 -0.14
H 1.01 1.08 0.67 -0.05
H -0.56 1.99 0.37 -0.08
H -0.31 -0.84 3.96 0.08
H 0.80 0.39 3.30 0.09
H 2.78 -0.27 2.22 0.14
H 2.05 -0.88 0.72 0.09
H 3.73 -2.60 2.66 0.11
H 4.14 -2.19 0.98 0.11
H 2.99 -4.51 1.70 0.10
H 2.96 -3.79 0.12 0.10
H 0.67 -4.59 1.09 0.10
H 0.74 -3.06 0.29 0.11
H 0.94 -3.49 3.33 0.11
H -0.53 -2.90 2.56 0.10
H -4.15 0.85 2.18 0.10
H -5.20 2.24 3.87 0.10
H -3.77 3.38 5.55 0.07
H -1.27 3.45 5.28 0.10
H -0.31 2.30 3.35 0.09
H -2.44 -0.79 -0.64 0.09
H -3.75 -2.88 -1.23 0.09
H -4.62 -4.26 0.78 0.09
H -3.94 -3.70 3.12 0.10
H -2.51 -1.74 3.50 0.12
```

highest occupied orbital energy: -3.70 eV
Kohn-Sham gap: 0.18471 Ha
total charge: -1
energy above the lowest of the compared OMol25 structures with the same formula, charge and spin: 24.1 kJ/mol

=====

2.
ORCA calculation (the ωB97M-V functional and the def2-TZVPD basis) on a cluster of 2 separate species, C3H11N2OP in total.

```
18
Properties=species:S:1:pos:R:3:lowdin_charge:R:1
C 1.50 -0.34 -0.74 -0.14
C 0.76 -0.56 1.76 -0.17
C 0.76 0.20 0.46 -0.29
N -2.55 0.29 -1.45 -0.10
N -2.44 1.14 1.21 -0.14
O -2.58 -1.32 0.36 -0.40
P -1.89 -0.04 0.07 0.57
H 1.27 -1.39 -0.89 0.07
H 1.05 0.25 -1.66 0.11
H 2.55 -0.22 -0.45 0.08
H 0.49 -1.63 1.59 0.09
H 0.10 -0.09 2.39 0.02
H 1.79 -0.50 2.19 0.10
H 0.66 1.24 0.81 0.08
H -2.70 -0.64 -1.80 0.03
H -2.16 0.71 -2.25 0.02
H -2.27 2.21 1.03 0.09
H -2.04 0.91 2.09 -0.01
```

highest occupied orbital energy (spin up / spin down): -7.95 / -7.95 eV
Kohn-Sham gap (spin up / spin down): 0.29822 / 0.29819 Ha
total charge: 0
energy above the lowest of the compared OMol25 structures with the same formula, charge and spin: 209.8 kJ/mol

=====

3.
ORCA calculation (the ωB97M-V functional and the def2-TZVPD basis) on a structure of composition C39H37BN12O4Ti.

```
94
Properties=species:S:1:pos:R:3:lowdin_charge:R:1
Ti 0.11 0.24 -0.26 1.03
C -2.40 -3.48 1.07 -0.02
C -3.49 -2.82 1.62 -0.02
C -3.39 -1.47 1.90 0.01
C -2.19 -0.83 1.63 -0.20
N -1.16 -1.45 1.05 0.07
C -1.26 -2.75 0.78 -0.11
C -1.89 0.58 2.02 -0.19
C -2.70 1.38 2.81 0.02
C -2.25 2.65 3.15 0.00
C -0.99 3.06 2.75 0.03
C -0.23 2.20 1.97 -0.19
N -0.71 1.01 1.59 0.04
C 1.17 2.46 1.53 -0.20
C 1.96 3.48 2.02 0.02
C 3.28 3.54 1.61 -0.01
C 3.77 2.59 0.74 -0.01
C 2.90 1.61 0.27 -0.10
N 1.63 1.55 0.66 0.04
H -2.43 -4.54 0.87 0.12
H -4.41 -3.36 1.83 0.12
H -4.22 -0.93 2.33 0.12
H -0.40 -3.21 0.31 0.12
H -3.66 1.02 3.16 0.12
H -2.87 3.30 3.75 0.13
H -0.61 4.03 3.03 0.12
H 1.55 4.21 2.71 0.12
H 3.93 4.33 1.98 0.12
H 4.80 2.59 0.41 0.13
H 3.22 0.87 -0.45 0.12
O -1.11 -0.77 -1.51 -0.11
C -0.79 -1.71 -2.25 -0.13
C 0.50 -2.31 -2.33 -0.12
C 0.70 -3.30 -3.31 0.07
C 1.95 -3.78 -3.53 -0.12
C 3.05 -3.30 -2.80 0.05
C 2.87 -2.37 -1.81 0.03
C 1.58 -1.90 -1.51 -0.30
O 1.39 -1.09 -0.50 -0.18
N 2.16 -4.80 -4.57 -0.35
O 1.17 -5.28 -5.09 0.09
O 3.31 -5.10 -4.83 0.10
H -1.57 -2.11 -2.92 0.15
H -0.13 -3.66 -3.91 0.14
H 4.04 -3.68 -3.04 0.13
H 3.71 -2.01 -1.23 0.13
B 2.61 2.79 -3.20 -0.40
C 1.59 1.74 -2.59 -0.17
N 0.89 1.04 -2.00 0.06
H 2.35 2.99 -4.37 0.01
H 2.43 3.79 -2.50 0.01
H 3.72 2.32 -3.02 0.01
C 1.27 -1.11 3.69 -0.19
N 1.90 -1.82 4.81 -0.08
C 2.07 -3.22 4.41 -0.17
N 2.88 -3.36 3.19 -0.08
C 2.22 -2.61 2.12 -0.18
N 2.05 -1.19 2.45 -0.09
C 3.38 -0.63 2.73 -0.19
N 4.07 -1.33 3.81 -0.08
C 3.24 -1.25 5.02 -0.16
C 4.19 -2.75 3.44 -0.16
H 1.15 -0.06 3.97 0.12
H 0.28 -1.54 3.51 0.11
H 1.08 -3.65 4.22 0.12
H 2.54 -3.77 5.22 0.13
H 1.24 -3.05 1.93 0.11
H 2.83 -2.68 1.21 0.12
H 3.27 0.42 3.01 0.12
H 3.98 -0.69 1.82 0.12
H 3.14 -0.20 5.31 0.13
H 3.73 -1.80 5.82 0.13
H 4.69 -3.29 4.25 0.13
H 4.80 -2.83 2.54 0.13
N -8.51 2.36 -6.16 0.17
C -7.55 2.42 -5.53 -0.17
C -6.36 2.49 -4.71 -0.22
C -5.71 1.32 -4.33 -0.01
C -4.58 1.39 -3.52 0.00
C -4.12 2.62 -3.11 -0.18
C -4.75 3.80 -3.49 0.01
C -5.87 3.73 -4.30 0.00
N -2.96 2.71 -2.27 0.00
C -1.94 3.65 -2.36 -0.01
C -1.00 3.25 -1.47 -0.10
N -1.41 2.10 -0.82 0.02
C -2.58 1.81 -1.35 -0.14
H -6.08 0.37 -4.67 0.13
H -4.06 0.48 -3.24 0.11
H -4.38 4.75 -3.15 0.12
H -6.37 4.63 -4.62 0.13
H -1.97 4.47 -3.05 0.13
H -0.05 3.72 -1.27 0.11
H -3.22 0.99 -1.04 0.14
```

spin multiplicity: 2
highest occupied orbital energy (spin up / spin down): -10.73 / -10.91 eV
Kohn-Sham gap (spin up / spin down): 0.26165 / 0.25691 Ha
total charge: +1
energy above the lowest of the compared OMol25 structures with the same formula, charge and spin: 55.3 kJ/mol

=====

4.
ORCA calculation (the ωB97M-V functional and the def2-TZVPD basis) on the ion C6H11N2O2 with charge -1.

```
21
Properties=species:S:1:pos:R:3:lowdin_charge:R:1
C -1.21 -2.38 1.17 -0.21
C 1.42 -1.07 1.01 -0.72
C 0.36 0.12 -1.69 -0.03
C -1.43 1.14 -0.24 -0.06
C 1.03 1.81 0.07 -0.05
C 0.03 0.64 -0.22 -0.54
N -1.04 -1.32 0.54 -0.04
N 0.11 -0.43 0.73 0.07
O 1.34 -2.08 1.69 -0.02
O 2.36 -0.66 0.32 -0.03
H -2.13 -2.92 0.90 0.02
H -0.76 -2.74 2.09 0.02
H 1.42 -0.22 -1.75 0.08
H -0.22 -0.75 -1.64 0.04
H 0.14 0.66 -2.60 0.07
H -1.74 1.62 0.66 0.07
H -2.01 0.27 -0.44 0.04
H -1.47 1.86 -1.08 0.08
H 2.04 1.62 -0.15 0.04
H 0.60 2.68 -0.50 0.08
H 1.16 2.14 1.13 0.08
```

spin multiplicity: 3
highest occupied orbital energy (spin up / spin down): -0.56 / -4.75 eV
Kohn-Sham gap (spin up / spin down): 0.15431 / 0.25431 Ha
total charge: -1

=====

5.
ORCA calculation (the ωB97M-V functional and the def2-TZVPD basis) on the ion C5H8N with charge +1.

```
14
Properties=species:S:1:pos:R:3:lowdin_charge:R:1
C 2.59 -0.03 0.12 -0.04
N 1.25 0.30 0.28 0.03
C 0.19 0.04 -0.50 0.09
C -1.17 0.26 -0.09 -0.12
C -2.34 0.81 0.26 0.09
C -2.46 -0.65 -0.05 -0.02
H 3.03 0.06 1.11 0.11
H 2.67 -1.03 -0.27 0.11
H 3.21 0.58 -0.58 0.13
H 0.83 0.71 1.05 0.14
H 0.31 -0.49 -1.41 0.15
H -2.71 1.85 0.27 0.14
H -2.95 -1.04 -0.94 0.10
H -2.46 -1.36 0.75 0.09
```

structure (SMILES): C/[NH+]=C/C1=CC1
highest occupied orbital energy: -14.37 eV
Kohn-Sham gap: 0.32791 Ha
total charge: +1
energy above the lowest of the compared OMol25 structures with the same formula, charge and spin: 363.2 kJ/mol

=====

6.
ORCA calculation (the ωB97M-V functional and the def2-TZVPD basis) on a cluster of 11 separate species, C37H49BrN2O30 in total.

```
119
Properties=species:S:1:pos:R:3:lowdin_charge:R:1
C -2.96 1.23 -1.52 -0.14
C -1.91 0.18 -1.22 -0.71
Br -2.37 -0.75 0.41 0.72
C -0.47 0.67 -1.32 -0.18
C 0.16 1.53 -0.23 -0.30
C 0.65 0.75 0.89 -0.21
N 0.75 0.05 1.80 0.20
C -0.64 2.75 0.24 -0.12
C -1.53 2.52 1.35 -0.25
N -2.30 2.32 2.18 0.18
H -3.30 1.74 -0.63 0.05
H -3.82 0.72 -1.93 0.07
H -2.62 1.94 -2.26 0.06
H -2.01 -0.57 -1.99 0.08
H 0.17 -0.19 -1.45 0.11
H -0.43 1.25 -2.24 0.13
H 1.04 1.96 -0.68 0.13
H -1.16 3.20 -0.59 0.12
H 0.08 3.48 0.57 0.13
O 1.67 -6.65 3.72 0.15
C 1.53 -5.48 3.57 -0.57
O 0.38 -4.89 3.19 0.07
C 0.52 -3.47 3.36 -0.10
C 2.02 -3.30 3.28 -0.11
O 2.50 -4.57 3.77 0.06
H 0.00 -2.92 2.58 0.11
H 0.11 -3.19 4.33 0.13
H 2.37 -3.16 2.26 0.10
H 2.40 -2.49 3.89 0.13
O -3.58 3.35 -3.93 0.13
C -4.59 2.92 -4.38 -0.58
O -5.15 1.76 -3.99 0.06
C -6.47 1.68 -4.56 -0.09
C -6.34 2.59 -5.76 -0.11
O -5.33 3.51 -5.34 0.07
H -6.70 0.65 -4.82 0.13
H -7.18 2.04 -3.82 0.14
H -5.99 2.06 -6.65 0.12
H -7.26 3.12 -6.00 0.13
O -5.72 3.80 -1.59 0.17
C -5.37 4.38 -0.61 -0.57
O -4.13 4.87 -0.41 0.04
C -4.16 5.73 0.75 -0.11
C -5.37 5.21 1.50 -0.10
O -6.18 4.69 0.43 0.07
H -3.24 5.65 1.31 0.13
H -4.29 6.76 0.41 0.13
H -5.11 4.40 2.18 0.13
H -5.91 5.98 2.03 0.13
O 4.02 -1.76 1.61 0.12
C 4.86 -1.40 2.37 -0.58
O 5.46 -2.20 3.27 0.07
C 6.56 -1.47 3.85 -0.09
C 6.13 -0.03 3.63 -0.09
O 5.31 -0.14 2.46 0.07
H 6.69 -1.73 4.89 0.09
H 7.47 -1.72 3.31 0.14
H 5.52 0.35 4.45 0.13
H 6.96 0.65 3.46 0.14
O 1.62 -2.95 -4.32 0.17
C 1.74 -3.09 -3.15 -0.58
O 2.92 -3.18 -2.49 0.06
C 2.67 -3.09 -1.08 -0.12
C 1.22 -3.54 -0.99 -0.11
O 0.71 -3.16 -2.27 0.05
H 3.36 -3.72 -0.53 0.13
H 2.81 -2.06 -0.76 0.11
H 1.13 -4.62 -0.87 0.14
H 0.68 -3.04 -0.19 0.12
O 4.72 4.55 0.39 0.17
C 4.60 3.67 -0.39 -0.57
O 3.72 3.67 -1.43 0.05
C 4.01 2.55 -2.27 -0.12
C 4.71 1.61 -1.31 -0.11
O 5.30 2.51 -0.37 0.06
H 3.10 2.14 -2.69 0.13
H 4.66 2.87 -3.09 0.13
H 4.01 0.96 -0.78 0.12
H 5.47 0.99 -1.78 0.13
O 7.52 -2.48 6.80 0.16
C 6.45 -2.45 7.30 -0.58
O 5.59 -1.41 7.22 0.05
C 4.32 -1.83 7.74 -0.10
C 4.72 -2.98 8.65 -0.10
O 5.92 -3.46 8.02 0.07
H 3.84 -1.01 8.27 0.13
H 3.69 -2.15 6.91 0.13
H 4.96 -2.66 9.66 0.13
H 3.98 -3.78 8.69 0.13
O 0.87 7.66 -2.36 0.17
C -0.14 7.25 -2.83 -0.58
O -0.74 6.09 -2.47 0.05
C -2.04 6.04 -3.08 -0.11
C -1.87 6.98 -4.26 -0.11
O -0.85 7.87 -3.79 0.06
H -2.30 5.03 -3.37 0.10
H -2.78 6.40 -2.37 0.12
H -1.50 6.46 -5.15 0.13
H -2.77 7.53 -4.52 0.13
O 4.21 -11.48 6.50 0.16
C 4.21 -10.37 6.10 -0.58
O 4.50 -9.28 6.86 0.05
C 4.64 -8.15 6.00 -0.11
C 3.82 -8.56 4.79 -0.11
O 3.94 -9.99 4.83 0.06
H 4.26 -7.25 6.48 0.13
H 5.70 -8.01 5.77 0.13
H 2.78 -8.29 4.87 0.11
H 4.21 -8.18 3.85 0.13
O -6.30 -0.83 -7.41 0.18
C -7.23 -0.33 -7.95 -0.58
O -8.15 0.44 -7.32 0.03
C -8.98 1.06 -8.32 -0.11
C -8.82 0.12 -9.49 -0.11
O -7.51 -0.43 -9.26 0.07
H -10.00 1.15 -7.96 0.13
H -8.58 2.06 -8.52 0.13
H -9.55 -0.69 -9.48 0.13
H -8.85 0.62 -10.46 0.13
```

structure (SMILES): C[C@H](Br)C[C@H](C#N)CC#N.O=C1OCCO1.O=C1OCCO1.O=C1OCCO1.O=C1OCCO1.O=C1OCCO1.O=C1OCCO1.O=C1OCCO1.O=C1OCCO1.O=C1OCCO1.O=C1OCCO1
highest occupied orbital energy: -10.05 eV
Kohn-Sham gap: 0.37359 Ha
total charge: 0

=====

7.
ORCA calculation (the ωB97M-V functional and the def2-TZVPD basis) on an isolated molecule of C21H18BrN3O.

```
44
Properties=species:S:1:pos:R:3:lowdin_charge:R:1
O -2.37 -3.76 -0.14 0.08
C -1.56 -2.87 -0.28 -0.43
C -1.87 -1.51 -0.89 -0.13
N -3.27 -1.39 -1.21 0.03
C -4.09 -0.55 -0.47 -0.21
C -5.26 -1.03 0.07 -0.02
C -6.12 -0.22 0.82 -0.08
C -5.79 1.09 1.05 -0.05
C -4.63 1.64 0.48 -0.17
C -4.30 3.00 0.68 -0.04
C -3.20 3.56 0.07 -0.09
C -2.41 2.78 -0.78 -0.08
C -2.69 1.46 -0.97 -0.03
C -3.78 0.84 -0.32 -0.10
N -0.25 -3.03 0.10 0.04
N 0.64 -2.06 -0.07 -0.01
C 1.86 -2.21 0.26 -0.20
C 2.79 -1.14 0.05 -0.62
Br 1.98 0.42 -0.69 0.81
C 4.09 -1.22 0.39 -0.09
C 5.16 -0.26 0.25 -0.24
C 6.18 -0.26 1.21 -0.04
C 7.22 0.63 1.14 -0.08
C 7.30 1.53 0.09 -0.08
C 6.32 1.53 -0.89 -0.08
C 5.26 0.64 -0.82 -0.07
H -1.25 -1.41 -1.79 0.13
H -1.55 -0.74 -0.19 0.12
H -3.68 -2.32 -1.30 0.11
H -5.51 -2.08 -0.07 0.11
H -7.02 -0.64 1.23 0.10
H -6.43 1.72 1.66 0.11
H -4.94 3.60 1.31 0.11
H -2.96 4.60 0.23 0.10
H -1.57 3.23 -1.29 0.10
H -2.09 0.89 -1.66 0.10
H 0.01 -3.93 0.51 0.17
H 2.25 -3.13 0.71 0.13
H 4.38 -2.14 0.89 0.12
H 6.12 -0.96 2.03 0.11
H 7.99 0.62 1.90 0.10
H 8.12 2.23 0.03 0.10
H 6.38 2.21 -1.72 0.10
H 4.53 0.63 -1.61 0.07
```

structure (SMILES): O=C(CNc1cccc2ccccc12)N/N=C/C(Br)=C/c1ccccc1
highest occupied orbital energy: -7.43 eV
Kohn-Sham gap: 0.26236 Ha
total charge: 0

=====

8.
ORCA calculation (the ωB97M-V functional and the def2-TZVPD basis) on a structure of composition C18H24ClIN3O3Re.

```
51
Properties=species:S:1:pos:R:3:lowdin_charge:R:1
Re -0.49 -0.07 -0.31 1.41
N -0.04 -0.44 1.86 -0.08
C -1.04 -1.18 2.66 -0.19
C -2.39 -0.52 2.45 -0.20
N -2.66 -0.48 1.01 -0.13
C -3.85 0.32 0.68 -0.21
C -3.96 0.40 -0.83 -0.23
N -2.74 1.03 -1.33 -0.05
H 0.85 -0.93 1.86 0.10
H 0.16 0.46 2.31 0.07
H -0.77 -1.19 3.71 0.13
H -1.06 -2.21 2.30 0.12
H -2.35 0.51 2.82 0.12
H -3.16 -1.04 3.01 0.14
H -2.82 -1.43 0.68 0.10
H -3.71 1.32 1.10 0.11
H -4.75 -0.11 1.12 0.13
H -4.87 0.94 -1.11 0.12
H -4.03 -0.60 -1.25 0.12
H -2.82 2.04 -1.31 0.06
H -2.54 0.78 -2.29 0.01
I -0.49 2.76 0.59 1.14
C 1.53 2.46 1.07 -0.62
C 2.14 3.41 1.84 -0.14
C 3.52 3.31 2.09 -0.06
C 4.23 2.30 1.52 -0.01
C 3.61 1.32 0.71 -0.16
C 4.39 0.31 0.09 -0.02
C 3.79 -0.61 -0.72 -0.05
C 2.39 -0.61 -0.89 -0.10
C 1.57 0.31 -0.27 -0.27
C 2.20 1.35 0.50 -0.25
H 1.58 4.24 2.24 0.10
H 4.01 4.05 2.71 0.12
H 5.30 2.23 1.67 0.12
H 5.46 0.30 0.26 0.12
H 4.39 -1.37 -1.22 0.12
H 1.96 -1.38 -1.52 0.07
C 0.46 -3.21 -0.14 -0.04
C -0.59 -2.17 -0.44 -0.50
O -1.72 -2.48 -0.77 0.01
H 1.00 -3.41 -1.06 0.09
H -0.03 -4.13 0.19 0.09
H 1.18 -2.87 0.60 0.07
Cl -2.04 0.36 -4.80 0.62
C -0.44 -0.41 -4.64 -0.45
C -0.15 -0.85 -3.22 -0.65
O 0.40 -1.90 -2.99 0.07
O -0.51 0.02 -2.31 -0.27
H 0.31 0.32 -4.95 0.09
H -0.41 -1.27 -5.29 0.09
```

spin multiplicity: 4
highest occupied orbital energy (spin up / spin down): -10.82 / -11.38 eV
Kohn-Sham gap (spin up / spin down): 0.29421 / 0.27237 Ha
total charge: +1
energy above the lowest of the compared OMol25 structures with the same formula, charge and spin: 10.7 kJ/mol

=====

Across the entries above, max |F| takes the values 3.57, 3.83, 1.33, 11.08, 6.59, 1.55, 1.32, 0.19 eV/A, respectively.
Across the entries above, E_tot takes the values -3031.1511, -646.9556, -3340.5727, -495.0660, -249.6868, -6380.1189, -3624.5400, -1926.2549 a.u., respectively.